(1)
Here is a 5-piece molecular cluster, C12H22Cl3N4 overall at a distorted geometry from OMol25. Energies are from wB97M-V/def2-TZVPD.

XYZ file:
```
41
Properties=species:S:1:pos:R:3:forces:R:3:nbo_charge:R:1
C -4.20247 4.69967 7.11414 0.1 -0.8 -0.3 -0.620
C -3.31022 3.49945 7.49695 0.6 0.3 0.5 -0.215
N -2.61425 2.96490 6.32414 3.1 0.1 0.9 -0.280
C -3.25122 2.63157 5.21129 0.3 -1.8 -2.1 -0.048
C -2.38623 1.81846 4.52011 1.1 -0.1 -1.5 -0.015
N -1.13834 1.76744 5.13378 -1.8 1.2 1.9 -0.275
C -1.31059 2.48449 6.28547 -1.6 -0.8 -0.2 0.227
C 0.05027 0.98914 4.66898 -0.2 0.0 0.4 -0.418
H -3.61310 5.53229 6.73012 0.2 -0.1 0.2 0.224
H -4.82917 5.06149 7.92928 0.1 -0.3 0.0 0.243
H -4.83902 4.39184 6.28459 -0.3 0.2 0.2 0.215
H -3.74382 2.58931 7.91137 -0.9 0.5 0.2 0.233
H -2.54836 3.76950 8.22822 0.1 0.2 -0.1 0.223
H -4.25525 2.92451 4.94202 0.2 -0.1 0.2 0.264
H -2.42045 1.31195 3.56687 -0.6 0.2 0.0 0.244
H -0.74261 2.34778 7.19384 0.4 0.4 -0.2 0.256
H -0.20737 -0.06885 4.62016 -0.2 0.1 -0.1 0.262
H 0.87817 1.04205 5.37599 -0.3 0.4 0.2 0.258
H 0.39006 1.37126 3.70637 -0.2 0.0 0.1 0.220
C 0.52894 -3.05686 -8.95435 -0.5 -0.1 -0.2 -0.625
C 1.72565 -2.20481 -8.67443 -0.3 0.8 -0.6 -0.230
N 2.47321 -2.55653 -7.46289 2.1 0.0 3.2 -0.284
C 3.40889 -3.61106 -7.37260 -0.4 0.8 1.7 -0.053
C 3.93601 -3.54740 -6.08764 1.5 -1.3 -1.1 -0.028
N 3.52998 -2.45198 -5.41251 -3.4 1.2 -3.4 -0.281
C 2.56242 -1.91903 -6.23984 0.1 0.3 -0.9 0.263
C 3.94165 -1.92712 -4.12786 -0.1 -0.1 1.1 -0.421
H -0.22804 -2.99116 -8.17282 0.4 -0.5 0.5 0.235
H 0.82431 -4.06728 -9.23700 -0.5 0.0 0.1 0.223
H -0.02943 -2.55076 -9.74186 0.3 -0.4 -0.6 0.242
H 1.32055 -1.19410 -8.72377 0.6 0.3 1.1 0.241
H 2.44011 -2.19677 -9.49758 0.1 -0.4 0.1 0.228
H 3.61872 -4.30644 -8.17186 -0.2 0.1 0.1 0.260
H 4.63759 -4.18661 -5.57229 0.1 -0.2 -0.5 0.251
H 1.92813 -1.08469 -5.97916 0.2 0.1 0.0 0.243
H 4.89545 -1.39967 -4.11528 0.2 -0.5 -0.6 0.245
H 3.95752 -2.78040 -3.44980 0.1 0.3 0.2 0.243
H 3.25159 -1.17040 -3.75464 -0.4 -0.4 -0.2 0.246
Cl -1.01885 -4.10238 7.49512 -0.1 0.1 -0.2 -0.999
Cl 4.54470 -0.20699 10.11869 0.1 0.2 -0.1 -1.000
Cl -8.15512 2.38415 -0.10930 0.1 0.0 0.0 -1.000
```
Forces are in eV/Å.

As for the total charge: -1. The energy above the lowest of the compared OMol25 structures with the same formula, charge and spin comes out at 405.0 kJ/mol.

(2)
Here is C12H22O2Yb as an isolated structure at a distorted geometry from OMol25. Energies are from wB97M-V/def2-TZVPD.

XYZ file:
```
37
Properties=species:S:1:pos:R:3:forces:R:3:nbo_charge:R:1
C 3.05865 -1.38869 0.34453 -0.1 0.1 -1.6 -0.646
C 3.16119 0.13116 0.52360 0.8 -0.6 -0.1 0.104
C 4.57430 0.71583 0.58113 -0.7 -0.6 2.0 -0.659
C 2.10052 0.95662 0.60196 -0.6 0.0 0.1 -0.302
C 0.96714 0.96678 -0.44774 0.6 -0.4 1.9 -0.453
C 0.02586 -0.21208 -0.21100 -0.1 0.1 -1.2 -0.378
C -1.09905 -0.47085 -1.31216 -0.7 -0.7 0.5 -0.215
C -0.62829 -0.09255 -2.73692 0.9 -1.0 0.7 -0.608
C -2.49882 0.14116 -0.97067 0.8 0.5 -0.3 -0.430
C -2.50157 1.29258 0.06388 -1.2 -0.8 0.2 -0.456
C -2.77174 0.81198 1.51880 0.4 1.8 -0.6 -0.080
O -3.83836 -0.13782 1.61372 0.4 -0.5 -0.2 -0.500
C -3.34651 -1.37352 1.80686 -0.5 2.2 -3.6 0.672
O -3.32247 -1.93845 2.80019 0.5 -2.6 4.0 -0.447
H 4.04238 -1.84718 0.48644 -0.3 0.0 0.1 0.278
H 2.71331 -1.70628 -0.66208 0.3 0.1 0.2 0.222
H 2.36802 -1.86411 1.07784 0.3 0.3 0.1 0.125
H 4.68342 1.49237 -0.17538 0.1 -0.2 0.1 0.252
H 4.67889 1.16201 1.58741 0.3 0.2 -0.4 0.256
H 5.34452 -0.05888 0.52429 -0.1 0.2 -0.2 0.232
H 2.09726 1.65931 1.43876 0.4 1.0 -1.1 0.238
H 1.46505 0.91794 -1.41969 -0.4 -0.2 0.0 0.259
H 0.49714 1.95172 -0.37252 -0.3 -0.4 -0.1 0.262
H -0.39313 -0.14532 0.86432 0.4 1.2 -1.3 0.120
H 0.70607 -1.14668 -0.22089 0.1 1.8 -0.8 0.116
H -1.26390 -1.60265 -1.36760 0.2 0.7 0.1 0.161
H -1.33955 -0.45445 -3.48414 -0.1 0.4 0.2 0.258
H -0.40050 0.97154 -2.83591 -0.3 -0.1 -0.1 0.242
H 0.29530 -0.66846 -2.91594 -0.1 0.4 -0.2 0.216
H -2.91613 0.53666 -1.90390 0.1 -0.2 0.2 0.261
H -3.17433 -0.66672 -0.67598 -0.1 0.4 0.0 0.213
H -1.62801 1.95107 0.03469 -0.1 -0.2 0.0 0.229
H -3.35986 1.92758 -0.19224 0.2 -0.1 0.1 0.263
H -1.85079 0.47425 2.03651 -0.4 -0.2 0.0 0.135
H -3.10485 1.70110 2.06764 0.1 -0.4 0.2 0.260
H -2.94849 -1.86731 0.86096 -0.1 0.3 -0.2 0.019
Yb -0.39267 -2.11966 1.07126 -1.0 -2.4 1.3 1.783
```
Forces are in eV/Å.

As for the total charge: +2. The energy above the lowest of the compared OMol25 structures with the same formula, charge and spin comes out at 193.2 kJ/mol.

(3)
Here is a 3-piece molecular cluster, C12H22O7S2 overall at a distorted geometry from OMol25. Energies are from wB97M-V/def2-TZVPD.

XYZ file:
```
43
Properties=species:S:1:pos:R:3:forces:R:3:nbo_charge:R:1
C 2.63900 6.07200 18.78100 1.4 1.8 0.8 -0.659
C 1.55800 5.63500 19.87800 4.9 1.0 2.7 0.079
C 1.14100 6.73000 20.98100 0.9 -2.0 2.2 -0.102
O -0.16600 7.04500 20.65700 -0.1 0.9 0.2 -0.480
C -0.52600 6.36800 19.58900 -1.5 -1.2 1.0 0.959
O -1.63500 6.44400 19.18900 -0.2 -0.3 -1.6 -0.561
O 0.41900 5.42700 19.32300 -6.2 -0.4 -4.3 -0.483
H 3.58700 6.64100 19.17400 -2.0 -0.7 -0.1 0.215
H 2.21900 6.75400 17.96400 0.2 -1.1 1.3 0.227
H 3.17500 5.25500 18.30800 -0.6 -0.6 -0.2 0.213
H 1.73100 4.64100 20.35900 1.2 0.9 -0.1 0.211
H 1.61100 7.67100 20.93600 1.6 0.8 0.2 0.191
H 1.11000 6.28300 22.07000 0.5 0.9 -2.1 0.189
O 0.87500 2.35000 19.46800 0.5 1.6 1.1 -0.941
S 1.17000 1.44000 18.42400 -0.4 -1.0 -2.2 2.206
O 0.04500 0.90000 17.70400 -0.4 0.5 -0.7 -0.960
C 2.52000 1.90900 17.31400 -1.6 1.9 -1.9 -0.707
C 3.77500 0.94600 17.46000 -2.6 1.5 3.4 -0.391
C 3.40100 0.25900 18.88200 5.6 -1.6 0.2 -0.426
C 1.98500 0.03200 18.97200 2.4 7.6 6.4 -0.698
H 2.65500 2.97000 17.60200 0.5 -0.5 -0.4 0.246
H 1.84500 1.95200 16.31700 2.3 -0.3 1.8 0.273
H 3.86500 0.42500 16.59300 0.0 -2.3 -2.2 0.213
H 4.72200 1.43100 17.60900 0.1 0.7 0.0 0.211
H 4.07500 0.93200 19.59800 -2.6 -1.1 -0.8 0.240
H 3.84500 -0.78600 19.16800 -0.1 1.7 -1.3 0.244
H 1.54000 0.20400 19.92300 0.1 -1.4 1.7 0.255
H 1.51600 -0.56600 18.46000 -3.8 -7.4 -5.1 0.234
O 8.10600 -1.05000 17.33200 -0.8 -1.3 0.6 -0.959
S 8.49500 -0.11000 16.33600 0.9 -1.2 0.7 2.185
O 9.75200 -0.35300 15.66500 -0.5 0.4 -0.3 -0.943
C 7.15500 0.19400 15.17100 -0.6 -3.1 0.3 -0.683
C 6.97100 1.67700 15.18100 3.1 0.3 1.7 -0.421
C 7.43900 2.25700 16.61700 -2.2 2.3 -0.5 -0.396
C 8.54800 1.46700 17.10700 2.7 0.0 1.5 -0.722
H 6.34700 -0.55400 15.60300 1.1 2.0 -0.8 0.261
H 7.49800 -0.27700 14.20700 -0.4 0.8 0.9 0.268
H 7.57000 2.09100 14.37300 0.0 0.3 0.1 0.226
H 6.03100 2.01400 15.12500 -3.7 0.9 -0.9 0.221
H 6.53400 2.27200 17.39100 1.9 -0.1 -1.8 0.203
H 7.83100 3.33000 16.55400 -1.1 -1.2 -0.2 0.235
H 8.62600 1.55600 18.25800 0.2 -1.0 -2.0 0.273
H 9.52900 1.68200 16.61400 -0.6 1.1 0.8 0.255
```
Forces are in eV/Å.

As for the total charge: 0. The energy above the lowest of the compared OMol25 structures with the same formula, charge and spin comes out at 307.9 kJ/mol. The SMILES is C[C@H]1COC(=O)O1.O=S1(=O)CCCC1.O=S1(=O)CCCC1.

(4)
Here is a 4-piece molecular cluster, C12H23BBr6F3N4O2S overall at a distorted geometry from OMol25. Energies are from wB97M-V/def2-TZVPD.

XYZ file:
```
52
Properties=species:S:1:pos:R:3:forces:R:3:nbo_charge:R:1
C 0.76505 -2.80265 -0.85208 -0.4 0.6 -0.1 -0.618
C -0.29929 -1.90825 -1.48064 -0.1 0.6 0.6 -0.514
S -0.57807 -0.56798 -0.26491 0.0 -0.1 0.1 0.210
C -1.58036 0.62616 -1.17409 -0.3 -0.5 0.3 -0.362
N -2.67906 0.01088 -1.97031 0.4 0.5 -0.7 -0.652
B -2.55043 0.14677 -3.44269 -0.1 -0.6 -0.1 1.238
O -2.17841 1.33286 -3.94463 0.3 0.0 0.5 -0.869
O -2.74995 -0.97167 -4.25024 -0.6 0.1 0.9 -0.914
C -3.65714 -0.60196 -1.33273 -0.1 -0.3 0.6 0.618
N -3.74757 -0.71589 0.01675 0.2 0.3 -0.3 -0.422
C -4.84992 -1.37292 0.24086 0.4 0.1 0.4 0.333
C -5.27174 -1.69038 1.67553 0.0 0.0 0.1 0.964
F -6.23066 -0.83150 2.03819 0.1 -0.2 0.0 -0.292
F -5.74750 -2.93809 1.76913 0.0 0.2 -0.1 -0.298
F -4.22397 -1.55868 2.47505 -0.4 -0.1 -0.2 -0.268
N -5.49715 -1.69514 -0.87748 0.0 -0.1 0.9 -0.329
N -4.72933 -1.20940 -1.88752 -0.1 0.0 -0.4 -0.353
H 0.61984 -2.80193 0.22349 0.0 -0.4 0.2 0.215
H 1.73475 -2.35868 -1.03309 0.3 -0.2 -0.1 0.227
H 0.68765 -3.80551 -1.24395 0.2 -0.3 0.0 0.224
H 0.02279 -1.45587 -2.40928 0.1 -0.2 -0.2 0.218
H -1.24199 -2.42518 -1.60819 -0.2 -0.2 -0.2 0.193
H -2.02265 1.28003 -0.44021 0.1 0.3 0.3 0.249
H -0.97163 1.19486 -1.85629 0.0 0.2 -0.3 0.245
H -1.58359 1.20733 -4.69389 -0.2 0.3 -0.4 0.523
H -3.60139 -0.92782 -4.69093 0.2 -0.1 -0.8 0.499
H -6.37198 -2.18574 -0.96628 0.0 -0.1 -0.4 0.461
H -5.00843 -1.30581 -2.84500 0.0 -0.1 -0.2 0.442
Br -0.75223 2.18773 1.96566 0.0 0.1 0.1 -0.033
C 1.04099 1.57028 2.41224 -0.1 -0.2 -0.1 -0.439
C 1.17552 1.24833 3.87302 0.1 0.1 0.2 -0.459
Br 1.30910 2.85527 4.96319 -0.1 0.0 0.0 -0.009
H 1.72714 2.34439 2.08612 0.0 0.0 0.0 0.236
H 1.19207 0.67595 1.81022 0.0 0.0 0.0 0.237
H 2.09910 0.70145 4.04817 0.0 0.0 0.0 0.244
H 0.33891 0.67662 4.26041 0.0 0.0 0.0 0.234
Br 3.18044 0.48692 -1.38639 0.0 -0.1 -0.1 -0.003
C 3.56660 0.59223 -3.29060 0.0 0.0 0.3 -0.457
C 2.51392 1.38094 -4.01841 0.1 0.1 -0.2 -0.422
Br 0.87598 0.34159 -4.23377 0.2 0.0 -0.1 -0.057
H 3.65582 -0.42643 -3.65275 0.0 0.0 -0.1 0.236
H 4.52964 1.09076 -3.36771 0.0 0.0 0.0 0.244
H 2.83726 1.62124 -5.02832 0.0 -0.1 0.0 0.239
H 2.23920 2.29223 -3.49864 0.0 0.0 0.0 0.238
Br 4.54331 -0.11342 6.27533 0.0 0.0 -0.1 -0.010
C 5.70237 1.12632 5.32409 -0.1 -0.1 0.2 -0.450
C 4.96386 1.81814 4.21265 0.1 0.0 -0.2 -0.446
Br 4.69808 0.63843 2.68067 -0.1 0.0 0.0 -0.034
H 6.55506 0.55541 4.97257 0.0 0.0 0.0 0.234
H 6.02993 1.84906 6.06749 0.0 0.0 0.0 0.236
H 5.53891 2.65725 3.82812 0.0 0.0 0.0 0.234
H 3.98114 2.16148 4.52210 0.0 0.0 0.0 0.237
```
Forces are in eV/Å.

As for the total charge: +1. The energy above the lowest of the compared OMol25 structures with the same formula, charge and spin comes out at 28.6 kJ/mol.

(5)
Here is C12H23BIN2O7P2S as an isolated structure at a distorted geometry from OMol25. Energies are from wB97M-V/def2-TZVPD.

XYZ file:
```
49
Properties=species:S:1:pos:R:3:forces:R:3:nbo_charge:R:1
C -2.87148 0.16340 -2.66268 0.4 -0.5 0.4 -0.083
C -1.85888 -0.26783 -2.17808 -0.2 1.0 -0.3 -0.127
C -0.54491 -0.66336 -1.68104 -0.5 -1.6 -0.4 0.269
S 0.50732 -1.15502 -3.11478 0.5 0.4 0.0 0.025
O -0.76561 -1.80025 -0.86554 -0.5 0.4 0.9 -0.569
C 0.16700 -1.92663 0.21170 -0.2 0.7 -0.9 -0.107
I 1.27462 -3.71514 -0.39812 0.2 0.1 0.2 0.248
P -0.63968 -2.51769 1.79774 -0.5 -1.0 -0.6 0.266
P 0.86339 -2.81102 3.36576 -0.5 -0.6 0.8 2.060
O 0.22593 -3.76500 4.26715 -0.2 0.1 0.0 -1.051
O 1.19095 -1.43794 4.15438 0.4 0.1 -0.7 -0.982
O 2.24744 -3.31773 2.75255 0.1 0.7 0.0 -0.994
C 0.90287 -0.54616 0.17286 2.5 1.4 1.2 0.180
N 0.91595 0.24304 1.39923 -1.2 0.0 -0.2 -0.863
C 2.34820 -0.83049 -0.21319 -0.1 0.6 -0.6 -0.223
C 3.33335 -0.94987 0.69525 0.1 0.0 -0.3 -0.375
N 0.10635 0.33577 -0.77186 -0.7 -0.7 -0.4 -0.548
C 0.91789 1.39721 -1.44388 0.2 0.1 -0.7 -0.223
C 0.21516 2.13260 -2.58313 0.6 0.5 0.1 -0.458
C 1.02929 3.39339 -2.89423 0.0 -0.2 -0.1 -0.053
O 2.39072 3.04731 -3.12764 0.0 -0.2 0.1 -0.728
B -1.06017 0.97052 0.14188 0.3 0.6 1.2 1.417
O -1.14774 2.33018 0.21414 0.1 -0.2 -0.3 -0.948
O -1.89800 0.15069 0.78280 -0.2 -0.2 -1.2 -0.784
C -3.32421 0.39710 0.74975 -0.7 -0.4 0.9 -0.055
C -3.96191 -0.30965 1.93076 0.4 0.2 0.2 -0.627
H -3.82684 0.45688 -3.02709 0.0 0.1 -0.1 0.262
H -0.42567 -1.96158 -3.63122 -0.1 0.0 0.1 0.177
H -1.33489 -1.42272 2.33592 0.5 0.3 0.2 0.030
H 2.08065 -1.12811 3.93536 0.0 0.2 0.2 0.503
H 2.80861 -3.61172 3.48909 0.1 -0.3 -0.1 0.522
H 0.87218 -0.28836 2.25633 -0.1 0.1 0.1 0.417
H 1.67604 0.90710 1.40272 0.2 -0.2 0.1 0.386
H 2.56723 -0.96273 -1.26835 -0.3 -1.6 0.1 0.232
H 3.96684 -1.82987 0.63913 1.0 0.7 -0.8 0.234
H 3.60819 -0.20084 1.43021 -1.0 -0.6 1.0 0.204
H 1.82189 0.95677 -1.85888 0.0 -0.2 0.1 0.253
H 1.25917 2.11590 -0.69987 -0.2 -0.1 0.3 0.216
H 0.24451 1.52580 -3.48371 -0.4 -0.1 0.0 0.239
H -0.78981 2.45524 -2.32193 -0.1 -0.2 -0.1 0.238
H 0.93556 4.10810 -2.07328 0.0 0.1 -0.1 0.166
H 0.64047 3.83189 -3.81236 -0.1 0.2 0.1 0.196
H 2.96034 3.50494 -2.50683 0.1 0.1 -0.1 0.480
H -0.42284 2.72093 0.70903 0.0 0.3 -0.1 0.520
H -3.73090 -0.02962 -0.16349 0.2 0.2 -0.2 0.192
H -3.54472 1.46163 0.81669 0.3 0.1 -0.2 0.197
H -3.67405 -1.35963 1.94623 -0.2 -0.1 -0.1 0.215
H -5.04506 -0.22080 1.88736 0.0 -0.1 -0.1 0.235
H -3.62672 0.14698 2.86281 0.0 0.0 0.0 0.217
```
Forces are in eV/Å.

As for the total charge: +1.

(6)
Here is C12H23BN5O2S2TeZn as an isolated structure from OMol25. Energies are from wB97M-V/def2-TZVPD.

XYZ file:
```
47
Properties=species:S:1:pos:R:3:forces:R:3:nbo_charge:R:1
Zn 0.11474 -0.22614 0.43791 0.2 0.4 0.2 1.408
C 4.15545 -0.62654 -1.61059 0.0 0.2 0.1 -0.407
N 3.90578 0.58877 -0.83125 0.1 -0.2 -0.2 -0.334
C 4.42760 1.83481 -1.09929 0.0 -0.2 0.0 -0.058
C 3.93573 2.66818 -0.15778 -0.2 -0.1 0.2 -0.086
N 3.11040 1.93609 0.68427 0.0 0.1 0.0 -0.486
B 2.39765 2.71504 1.88179 0.1 -0.1 0.0 0.212
N 1.72816 1.79170 2.93775 0.1 0.3 0.0 -0.498
C 2.35440 1.46062 4.12955 0.0 0.0 -0.3 -0.035
C 1.44886 0.87491 4.93332 -0.3 0.0 0.0 -0.072
N 0.25279 0.85863 4.22879 -0.1 -0.1 0.1 -0.345
C -1.02923 0.42002 4.76732 0.1 0.1 0.0 -0.403
C 0.43852 1.41834 3.01546 0.3 -0.1 0.1 0.303
S -0.79288 1.55687 1.79865 0.2 -0.2 0.1 -0.477
C 3.10809 0.66335 0.25784 0.1 0.3 -0.1 0.281
S 2.32764 -0.73489 0.92337 0.0 0.1 0.0 -0.489
H 4.85774 -0.37815 -2.40100 0.0 0.0 0.0 0.221
H 3.22854 -0.97976 -2.05011 -0.1 0.0 0.0 0.249
H 4.58023 -1.39479 -0.97097 0.0 0.0 0.0 0.224
H 5.10793 2.01072 -1.91582 0.0 -0.1 0.0 0.242
H 4.12806 3.71541 0.01590 0.0 -0.1 0.0 0.244
H 3.26743 3.33359 2.44834 -0.1 -0.1 -0.1 -0.029
H 1.55933 3.45844 1.41425 0.0 0.0 -0.1 -0.084
H 3.39776 1.66942 4.29522 -0.1 0.0 0.0 0.244
H 1.53095 0.48681 5.93565 0.0 0.0 -0.1 0.238
H -0.84406 -0.14167 5.67822 0.0 0.0 0.0 0.222
H -1.54198 -0.20841 4.04856 0.0 -0.1 -0.1 0.224
H -1.66087 1.27778 4.98826 0.0 0.0 0.0 0.225
C 0.60331 -3.85011 1.13230 0.0 0.0 0.0 -0.856
Te -0.94030 -2.46718 1.59901 0.0 0.2 -0.1 0.478
C -2.39612 -3.32637 0.31387 0.0 0.0 0.0 -0.853
H 0.40193 -4.78330 1.64961 0.0 0.0 0.0 0.240
H 1.54543 -3.42367 1.47185 0.0 0.0 0.0 0.249
H 0.62471 -3.99482 0.05569 0.0 0.0 0.0 0.238
H -2.81170 -4.19726 0.81156 0.0 0.0 -0.1 0.240
H -1.91419 -3.60271 -0.61947 0.0 0.0 0.0 0.238
H -3.17363 -2.58828 0.13317 0.0 0.0 0.0 0.245
N 0.34974 3.44070 -1.13724 0.0 0.0 -0.1 -0.709
C 1.03905 2.77925 -2.29126 -0.1 0.2 -0.1 -0.356
C 0.88900 1.26307 -2.15384 0.2 -0.4 0.4 0.783
O 1.52130 0.55784 -2.90752 -0.1 0.0 0.1 -0.617
O 0.09802 0.93794 -1.18281 -0.2 -0.2 -0.2 -0.925
H 0.99131 3.80506 -0.43349 0.2 0.0 0.1 0.453
H -0.16188 2.66802 -0.66427 -0.1 -0.2 0.1 0.487
H -0.30036 4.17282 -1.40497 0.0 0.1 -0.1 0.432
H 2.09355 3.03316 -2.29765 0.0 0.1 0.0 0.250
H 0.58564 3.09579 -3.22579 0.0 0.1 0.0 0.246
```
Forces are in eV/Å.

As for the total charge: +1. The energy above the lowest of the compared OMol25 structures with the same formula, charge and spin comes out at 7.8 kJ/mol.

| no. | DFT total energy (a.u.) | HOMO level (eV) |
| --- | --- | --- |
| 1 | -2069.8720 | -3.15 |
| 2 | -1778.8136 | -14.58 |
| 3 | -1793.2689 | -10.52 |
| 4 | -17007.1780 | -11.26 |
| 5 | -2510.4375 | -11.87 |
| 6 | -3763.8465 | -11.00 |